Density functional theory data (ωB97M-V/def2-TZVPD) for C33H35CaN3O2S as an isolated structure.

The gap between HOMO and LUMO is 0.27654 Ha. As for the energy relative to the best compared isomer or geometry (same formula, charge and spin): 23.87 kJ/mol. As for the charge: 0.

Geometry as XYZ:
```
75
Properties=species:S:1:pos:R:3:forces:R:3:lowdin_charge:R:1
Ca 0.05568 0.31228 -0.25792 0.37 -0.32 0.03 1.349
C 0.61390 4.02531 2.28272 0.01 0.00 -0.01 -0.046
C 1.21361 2.67826 1.99187 -0.03 0.06 -0.06 -0.272
C 2.09645 2.50558 0.92410 -0.09 0.10 0.06 -0.040
C 2.75741 1.30268 0.71860 0.06 -0.05 -0.02 -0.299
C 3.76834 1.14794 -0.38630 0.04 -0.03 0.04 -0.038
C 2.48731 0.23612 1.57942 -0.05 -0.04 -0.08 -0.061
C 1.55284 0.35153 2.60236 0.00 -0.05 0.02 -0.282
C 1.22122 -0.82153 3.48749 0.04 0.00 0.02 -0.037
C 0.92743 1.58327 2.79882 -0.07 0.02 0.00 -0.012
H 0.73823 4.69911 1.43530 -0.01 -0.02 0.00 0.083
H 1.10837 4.47290 3.14814 0.03 0.00 -0.01 0.087
H -0.44973 3.94645 2.49286 0.02 -0.01 0.02 0.060
H 2.24324 3.32972 0.23509 0.11 0.01 0.04 0.125
H 4.76379 1.41853 -0.02707 0.00 0.00 0.01 0.088
H 3.54049 1.79721 -1.23198 -0.01 0.00 0.01 0.073
H 3.81038 0.11448 -0.73264 -0.02 0.01 0.00 0.073
H 2.98749 -0.70823 1.41370 0.01 0.03 0.02 0.097
H 1.29799 -0.54550 4.54029 -0.01 0.00 -0.01 0.083
H 1.89494 -1.65754 3.30481 -0.01 0.01 -0.01 0.072
H 0.20101 -1.17248 3.31629 0.00 0.01 -0.02 0.081
H 0.21136 1.69492 3.60739 0.01 0.00 -0.01 0.131
C 1.67089 0.27642 -3.20780 -0.01 -0.01 0.03 -0.083
N 0.33732 -0.06761 -2.71178 -0.01 0.00 -0.15 -0.353
C -0.66499 0.64119 -3.50618 0.02 0.00 0.01 -0.117
C 0.11412 -1.52066 -2.82789 -0.01 0.06 0.01 -0.195
C 1.03189 -2.34644 -1.95079 0.02 -0.10 0.02 -0.303
C 1.50716 -3.54293 -2.48574 0.01 0.03 0.04 -0.070
C 2.27560 -4.40324 -1.71249 -0.03 0.03 -0.02 -0.111
C 2.56210 -4.04199 -0.40592 0.00 0.01 0.01 -0.117
C 2.09493 -2.82819 0.09532 -0.04 0.05 0.01 -0.179
C 1.31578 -1.91588 -0.63517 -0.13 0.13 -0.12 -0.181
H 1.77233 0.01846 -4.27116 0.00 0.00 -0.02 0.096
H 2.42389 -0.27280 -2.64677 0.00 0.01 0.01 0.074
H 1.83818 1.34882 -3.09552 0.00 0.00 0.01 0.088
H -0.60585 0.35322 -4.56494 0.00 0.00 -0.02 0.095
H -0.50170 1.71525 -3.42122 0.00 0.01 0.00 0.078
H -1.66067 0.41028 -3.12850 0.01 -0.02 0.00 0.072
H 0.21125 -1.82039 -3.88268 0.02 -0.01 -0.02 0.119
H -0.93012 -1.70136 -2.54815 0.00 0.01 0.03 0.118
H 1.27254 -3.80622 -3.51367 0.01 -0.02 0.01 0.101
H 2.64394 -5.33466 -2.12458 0.00 0.00 0.00 0.093
H 3.15394 -4.70001 0.22181 0.00 0.01 0.00 0.091
H 2.34990 -2.60780 1.13176 0.00 -0.02 -0.02 0.055
O -2.00663 3.21294 0.95599 -0.07 0.05 -0.01 -0.302
S -1.76882 2.71361 -0.37781 -0.10 0.05 0.18 0.552
O -0.36914 2.70280 -0.82735 0.00 0.33 -0.06 -0.407
N -2.18896 1.23195 -0.60406 -0.12 -0.33 0.08 -0.236
C -3.31875 0.63054 -0.06104 0.08 0.16 -0.05 -0.266
C -4.55635 1.20380 0.09271 -0.10 0.00 0.02 -0.011
C -5.64318 0.45435 0.59328 0.00 0.11 -0.03 -0.073
C -5.50533 -0.85897 0.92776 0.03 -0.09 0.02 -0.050
C -4.23963 -1.48220 0.79702 0.00 0.05 -0.01 -0.158
C -4.00554 -2.83315 1.13140 -0.03 -0.02 0.01 -0.008
C -2.75225 -3.35206 1.00175 0.04 -0.09 0.02 -0.042
C -1.70789 -2.52162 0.55350 -0.02 0.16 -0.06 -0.115
N -1.87981 -1.25772 0.22308 -0.22 -0.29 0.25 0.038
C -3.14243 -0.73564 0.32443 0.14 0.04 -0.07 -0.158
C -2.68912 3.79064 -1.44489 0.06 -0.07 -0.14 -0.276
C -3.08973 5.03280 -0.97608 0.02 0.02 -0.01 -0.054
C -3.81393 5.87028 -1.81286 0.00 0.01 0.01 -0.072
C -4.13664 5.46255 -3.09937 0.01 -0.02 -0.02 -0.079
C -3.73960 4.21158 -3.55694 -0.01 0.02 0.04 -0.069
C -3.01464 3.36986 -2.72778 -0.04 0.04 0.00 -0.058
H -4.70844 2.24063 -0.17957 0.02 0.00 0.00 0.110
H -6.60490 0.93995 0.70043 0.00 0.00 0.00 0.105
H -6.34366 -1.43528 1.29854 0.01 0.00 0.00 0.109
H -4.82919 -3.44025 1.48879 0.00 0.00 0.00 0.119
H -2.53640 -4.38353 1.24407 -0.01 0.00 0.00 0.107
H -0.69884 -2.90601 0.46037 0.04 0.01 -0.01 0.093
H -2.84153 5.32415 0.03532 0.00 -0.01 -0.01 0.113
H -4.13121 6.84091 -1.45395 0.00 -0.01 -0.01 0.106
H -4.70513 6.11795 -3.74701 0.00 -0.01 0.01 0.104
H -4.00296 3.88836 -4.55570 0.00 0.01 0.01 0.106
H -2.71915 2.38470 -3.06092 0.00 0.01 0.01 0.090
```
Forces are in eV/Å.